No. 1
Below is C34H52F36N9O25S12 as an isolated structure at a distorted geometry, with properties calculated with wB97M-V/def2-TZVPD.

Geometry as ORCA input:
```
! RIJCOSX wB97M-V def2-TZVPD def2/J DEFGRID3
* xyz -2 2
C -0.1473 2.0984 0.4219
C -0.3603 1.3679 -0.8880
C -0.9261 -0.0853 -0.6377
O -1.1158 -0.7705 -1.8956
C -1.9983 -1.9547 -1.9397
N -1.2355 2.2495 -1.7568
H -0.5993 2.9427 -2.1240
H -1.5720 1.7907 -2.5913
H -2.0966 2.5738 -1.3403
H -1.0174 2.0388 1.0757
H 0.2050 3.1299 0.4170
H 0.6570 1.4949 0.8427
H 0.5309 1.4255 -1.5130
H -1.8721 0.0805 -0.1221
H -0.4015 -0.7240 0.0729
H -2.1209 -2.6120 -1.0788
H -1.5220 -2.5397 -2.7265
H -2.9800 -1.7037 -2.3414
C -1.6346 5.4087 6.0775
C -0.3898 5.6678 5.2142
C 0.6585 4.5462 5.3190
N 1.9383 4.6691 4.3182
C 2.9805 3.6416 4.7664
C 4.2891 3.7857 3.8935
C 4.7854 5.2886 3.9781
C 3.8463 6.3857 3.8040
C 2.4805 6.1028 4.4704
C 1.5242 4.4278 2.8582
H -2.0619 6.2778 6.5777
H -1.3983 4.7571 6.9187
H -2.4031 4.8102 5.5882
H -0.0441 6.6165 5.6247
H -0.6724 5.8103 4.1711
H 0.2424 3.5614 5.1068
H 1.0639 4.5956 6.3296
H 3.3439 3.6927 5.7928
H 2.5730 2.6631 4.5119
H 5.0924 3.2221 4.3679
H 4.0317 3.3230 2.9407
H 5.2481 5.3687 4.9618
H 5.6536 5.2770 3.3192
H 4.3589 7.2921 4.1262
H 3.6044 6.4550 2.7434
H 2.5822 6.2881 5.5397
H 1.7819 6.8534 4.1007
H 2.3073 4.5396 2.1083
H 0.7078 5.1197 2.6514
H 1.2007 3.3948 2.7305
C 0.7351 -4.1921 -2.5688
C 2.2738 -4.3066 -2.4616
C 2.9799 -2.9602 -2.8302
N 4.5312 -2.8918 -2.7281
C 4.9097 -3.1797 -1.2467
C 6.4063 -2.8408 -1.0466
C 6.8129 -1.3972 -1.4805
C 6.4888 -1.3110 -2.9935
C 4.9466 -1.5401 -3.3916
C 5.2323 -3.9599 -3.5958
H 0.4108 -5.2186 -2.3979
H 0.3571 -3.9450 -3.5609
H 0.4755 -3.5628 -1.7176
H 2.5754 -4.9474 -3.2902
H 2.6048 -4.6478 -1.4807
H 2.6406 -2.2203 -2.1052
H 2.8005 -2.5421 -3.8207
H 4.2942 -2.5073 -0.6490
H 4.7386 -4.2304 -1.0124
H 6.4679 -2.8708 0.0412
H 7.0843 -3.5605 -1.5053
H 6.2240 -0.7003 -0.8841
H 7.8817 -1.1941 -1.4122
H 6.6595 -0.2769 -3.2929
H 7.1964 -1.9601 -3.5093
H 4.2730 -0.7606 -3.0357
H 4.9050 -1.5774 -4.4802
H 4.9658 -4.0000 -4.6520
H 5.2572 -4.9605 -3.1641
H 6.2902 -3.7750 -3.7822
C -1.7520 -5.9135 -5.5841
F -1.2284 -6.4709 -4.4964
F -0.7236 -5.4674 -6.4100
F -2.4322 -6.6809 -6.3957
S -2.8699 -4.4286 -5.2501
O -3.5377 -4.8077 -4.0046
O -1.9370 -3.2861 -5.1192
N -3.8201 -4.2747 -6.6663
S -5.2830 -4.7038 -6.3024
O -5.4449 -6.0552 -5.6849
O -6.2126 -3.6772 -5.7183
C -5.8824 -4.9491 -8.2174
F -7.1343 -4.5776 -8.0843
F -5.3579 -4.0607 -9.1151
F -5.7749 -6.2797 -8.5194
C 5.6360 -2.8192 5.5152
F 5.5117 -3.7239 6.4852
F 6.7121 -2.0505 5.7559
F 5.7673 -3.4955 4.3345
S 4.0693 -1.5793 5.5605
O 3.2353 -2.0060 6.7327
O 4.5138 -0.1999 5.6367
N 3.1453 -1.8867 4.0541
S 4.1007 -1.6861 2.8191
O 5.4115 -1.0665 3.1048
O 4.1944 -2.8248 1.8519
C 3.1387 -0.3600 1.7361
F 3.9537 0.1390 0.7313
F 2.1048 -1.0015 1.1110
F 2.8123 0.5733 2.6223
C -8.5895 -7.2104 -2.2269
F -7.7834 -8.2440 -1.9724
F -7.9604 -6.5130 -3.2367
F -9.7656 -7.5840 -2.6775
S -8.6687 -6.0525 -0.7212
O -9.6079 -4.9845 -1.1075
O -9.0348 -6.8811 0.3746
N -7.0363 -5.5499 -0.4559
S -7.0921 -4.3260 0.3541
O -7.4356 -3.1194 -0.4069
O -7.7633 -4.5366 1.5967
C -5.2068 -3.9401 1.0188
F -4.7870 -4.9748 1.6789
F -4.3032 -3.8689 -0.0273
F -5.1865 -2.8613 1.7875
C -2.3704 0.1933 3.8139
F -2.9668 -0.4853 4.8366
F -2.8753 -0.3479 2.7253
F -2.6457 1.5034 3.8636
S -0.3820 -0.0009 3.8217
O -0.1920 -0.7747 2.5761
O 0.0995 1.3934 3.7639
N 0.2130 -0.8334 5.2547
S -0.0744 0.1879 6.4546
O 1.1407 0.8456 6.9598
O -1.1676 1.1967 6.3520
C -0.4816 -0.9406 7.9265
F 0.3754 -1.9139 7.9991
F -0.3382 -0.3185 9.0923
F -1.7196 -1.3893 7.8131
C -3.2863 2.5307 -5.1843
F -3.6363 2.4877 -6.4570
F -2.0664 1.9748 -4.9202
F -3.1404 3.8756 -4.7383
S -4.6579 1.6156 -4.1555
O -5.9249 1.9822 -4.7916
O -4.3751 0.1850 -4.2179
N -4.2800 2.2410 -2.5959
S -5.6521 2.3017 -1.9280
O -6.3292 3.5538 -2.2611
O -6.4788 1.0604 -1.9283
C -4.9854 2.5068 -0.1043
F -4.0844 1.5765 0.2636
F -4.5237 3.7676 0.1220
F -6.0070 2.2548 0.7329
C -1.0244 6.3968 -2.7387
F -0.7147 7.6381 -3.2806
F -2.2584 6.4482 -2.1040
F -1.1571 5.5513 -3.7264
S 0.3128 5.8411 -1.4831
O 1.2157 6.9523 -1.4041
O -0.3679 5.6395 -0.1925
N 0.8608 4.3091 -2.1186
S 2.1900 4.7444 -2.6704
O 2.1965 5.6578 -3.8112
O 3.2926 5.0744 -1.7397
C 2.6541 3.0824 -3.5720
F 2.6832 2.1250 -2.7222
F 1.7905 2.7999 -4.5726
F 3.9064 3.1691 -4.1461
*
```

Computed properties:
Orbital gap (alpha / beta), eV: 7.70 / 3.86

=====

No. 2
Below is a single C22H19N3O5S molecule at a distorted geometry, with properties calculated with wB97M-V/def2-TZVPD.

Geometry as ORCA input:
```
! RIJCOSX wB97M-V def2-TZVPD def2/J DEFGRID3
* xyz 0 1
C 2.6873 1.5287 0.6221
C 1.5280 0.6079 0.7609
C 0.3881 0.5207 0.0233
C -0.4205 -0.5074 0.5932
C -1.6910 -1.0035 0.1281
O -2.3855 -1.8031 0.7251
C -2.1547 -0.4641 -1.2239
S -0.9759 -0.9906 -2.5265
C -1.6601 -0.1594 -3.8706
N -1.2032 -0.1419 -5.0870
N -2.0379 0.6246 -5.8044
C -2.9701 1.0459 -5.0018
C -4.0696 1.8915 -5.3387
C -4.4037 2.4496 -6.5497
C -5.5801 3.1899 -6.3182
C -5.8735 3.0299 -4.9955
O -4.9679 2.2485 -4.3948
O -2.7880 0.5787 -3.7344
C 0.2803 -1.0013 1.6915
C -0.0880 -2.0969 2.6182
N 1.4541 -0.3280 1.7732
C 2.4632 -0.5526 2.7342
C 3.7201 -0.9945 2.3344
C 4.7107 -1.1908 3.2745
C 4.4606 -0.9659 4.6228
C 3.1824 -0.5651 5.0298
C 2.1954 -0.3457 4.0790
O 2.8638 -0.3802 6.3475
C 3.8090 -0.9367 7.2356
C 5.2256 -0.5861 6.7842
O 5.4836 -1.1434 5.5138
H 2.4011 2.3820 0.0134
H 3.5300 1.0349 0.1382
H 3.0180 1.8815 1.5980
H 0.1528 1.1298 -0.8255
H -3.1372 -0.8722 -1.4609
H -2.1858 0.6249 -1.2151
H -3.8629 2.3291 -7.4642
H -6.1329 3.7621 -7.0341
H -6.6716 3.4084 -4.3879
H -0.6108 -1.7045 3.4909
H 0.7972 -2.6321 2.9576
H -0.7682 -2.7778 2.1126
H 3.9150 -1.1847 1.2912
H 5.6959 -1.5201 2.9873
H 1.2242 -0.0141 4.4085
H 3.5909 -0.5213 8.2201
H 3.6978 -2.0292 7.2622
H 5.9730 -1.0005 7.4617
H 5.3315 0.5066 6.7408
*
```

Computed properties:
Structure (SMILES): Cc1cc(C(=O)CSc2nnc(-c3ccco3)o2)c(C)n1-c1ccc2c(c1)OCCO2
Orbital gap, eV: 8.56

=====

No. 3
Below is a 4-piece molecular cluster, C14H23ClN2O3S3 overall at a distorted geometry, with properties calculated with wB97M-V/def2-TZVPD.

Geometry as ORCA input:
```
! RIJCOSX wB97M-V def2-TZVPD def2/J DEFGRID3
* xyz 0 1
Cl -1.3640 1.1898 -0.8079
C -0.5521 0.0699 -1.8899
C -0.2207 0.5402 -3.1842
N 0.3794 -0.1906 -4.0771
C 0.6636 -1.4546 -3.6367
C 1.2934 -2.3496 -4.5240
C 1.6188 -3.5953 -4.1407
C 1.3180 -4.0369 -2.8255
C 0.7045 -3.2028 -1.9744
C 0.3580 -1.8875 -2.3489
N -0.2840 -1.1012 -1.4312
H -0.4756 1.5643 -3.4485
H 1.5138 -2.0239 -5.5358
H 2.0870 -4.2491 -4.8701
H 1.5726 -5.0476 -2.5214
H 0.4465 -3.5356 -0.9739
C 0.8263 -8.2980 0.4148
S 0.7529 -7.1165 -0.9383
O -0.0254 -5.9456 -0.4603
C -0.3371 -8.0923 -1.9839
H 1.4343 -7.8675 1.2080
H -0.1791 -8.4923 0.7887
H 1.2861 -9.2226 0.0650
H -1.2673 -8.2997 -1.4545
H 0.1598 -9.0239 -2.2562
H -0.5492 -7.5169 -2.8832
C -0.6771 2.1461 2.4833
S -0.1480 3.7131 3.1896
O 1.1616 3.4776 3.8593
C -1.4024 3.7801 4.4712
H 0.0027 1.8890 1.6745
H -0.6472 1.3670 3.2456
H -1.6879 2.2493 2.0884
H -1.3251 2.8966 5.1061
H -2.3877 3.8330 4.0096
H -1.2326 4.6759 5.0643
C -1.0916 8.6242 1.2265
S -0.6987 6.9820 1.8474
O -1.6999 6.6609 2.9014
C 0.8226 7.4499 2.6819
H -2.0413 8.5686 0.6979
H -1.1768 9.3238 2.0584
H -0.3105 8.9474 0.5380
H 0.6146 8.2251 3.4201
H 1.5429 7.8097 1.9468
H 1.2216 6.5667 3.1800
*
```

Computed properties:
Orbital gap, eV: 8.35

=====

No. 4
Below is C23H27N5O4S4V as an isolated structure, with properties calculated with wB97M-V/def2-TZVPD.

Geometry as ORCA input:
```
! RIJCOSX wB97M-V def2-TZVPD def2/J DEFGRID3
* xyz 1 1
V 0.7407 0.4416 -0.3626
C -0.3827 -2.4709 -3.3235
C -0.0651 -2.1680 -1.8964
N 1.1301 -1.7358 -1.6786
N 1.4026 -1.3419 -0.3588
C 1.5254 -2.1436 0.7066
S 1.3795 -1.4249 2.2124
S 1.7264 -3.8640 0.5918
C 2.7694 -4.1735 -0.8882
C 2.4545 -5.5580 -1.3787
C 3.0285 -6.6707 -0.7765
C 2.7075 -7.9481 -1.2145
C 1.8116 -8.1203 -2.2587
C 1.2383 -7.0116 -2.8684
C 1.5573 -5.7378 -2.4268
C -1.1474 -2.3270 -0.8887
C -1.9023 -3.5027 -0.9071
C -2.9574 -3.6945 -0.0364
C -3.3136 -2.6859 0.8535
C -2.5964 -1.5079 0.8838
C -1.5088 -1.3400 0.0370
O -0.8025 -0.1850 0.1469
H 0.5268 -2.4776 -3.9175
H -1.0440 -1.6823 -3.6959
H -0.9215 -3.4103 -3.4345
H 3.8031 -4.0843 -0.5601
H 2.5724 -3.4262 -1.6516
H 3.7338 -6.5374 0.0359
H 3.1626 -8.8087 -0.7427
H 1.5660 -9.1158 -2.6034
H 0.5509 -7.1424 -3.6940
H 1.1233 -4.8719 -2.9151
H -1.6319 -4.2914 -1.5963
H -3.5061 -4.6256 -0.0541
H -4.1496 -2.8219 1.5256
H -2.8436 -0.7100 1.5707
C 4.9276 2.7503 1.1043
C 4.5210 1.3721 1.5859
N 3.0952 1.1918 1.3345
C 2.2363 2.2045 1.2172
N 0.9699 1.8855 0.8154
C -0.0875 2.9199 0.8668
C 0.2820 4.0003 1.8602
C 1.6362 4.5496 1.4580
N 2.6080 3.4526 1.4520
C 4.0102 3.7864 1.7236
H 4.8550 2.8006 0.0162
H 5.9587 2.9563 1.3859
H 4.7280 1.2524 2.6522
H 5.0555 0.5915 1.0466
H 2.6776 0.2820 1.5429
H -1.0226 2.4231 1.1234
H -0.1957 3.3652 -0.1236
H 0.3235 3.6036 2.8769
H -0.4694 4.7882 1.8332
H 1.9951 5.2845 2.1775
H 1.6017 5.0163 0.4704
H 4.1637 3.8621 2.8036
H 4.1888 4.7689 1.2882
O 2.1241 1.7021 -3.7919
S 1.7385 1.9635 -2.4530
O 1.9978 3.2498 -1.8734
O 2.2213 0.8600 -1.4765
S -0.2523 1.4512 -2.1136
*
```

Computed properties:
Orbital gap (alpha / beta), eV: 6.19 / 6.19

=====

No. 5
Below is a 2-piece molecular cluster, ClHNO3P overall at a distorted geometry, with properties calculated with wB97M-V/def2-TZVPD.

Geometry as ORCA input:
```
! RIJCOSX wB97M-V def2-TZVPD def2/J DEFGRID3
* xyz 0 1
O 1.4658 0.0441 -1.9929
N 0.7101 0.3492 -1.1331
O -0.3816 0.9329 -1.2778
H 1.0297 0.2903 -0.1006
O 0.1947 -1.1828 1.1053
P -1.2551 -1.0477 1.2077
Cl -1.7636 0.6141 2.1914
*
```

Computed properties:
Structure (SMILES): O=[NH+][O-].O=PCl
Orbital gap, eV: 9.82

=====

No. 6
Below is a 14-piece molecular cluster, H29O14 overall at a distorted geometry, with properties calculated with wB97M-V/def2-TZVPD.

Geometry as ORCA input:
```
! RIJCOSX wB97M-V def2-TZVPD def2/J DEFGRID3
* xyz 1 1
O -2.8595 1.1013 -2.5271
H -1.3013 -2.1246 2.2063
O 3.1947 -1.6778 2.9377
H 2.9079 2.9919 -2.9601
H 0.3733 -0.3584 -0.3890
O 0.9708 -2.4961 -2.4911
H -4.0216 0.9414 2.6188
H 0.1168 -2.9589 -2.4961
O 2.0296 2.9302 -3.3432
H -3.7766 -3.4114 -0.5531
H 2.0425 2.6496 -4.2567
O 3.2935 1.0626 2.2548
H 3.6358 1.7499 2.8355
H 4.0766 0.7130 1.8119
O -1.0681 -3.5433 -0.2717
H -1.8603 0.1281 -1.0701
H -2.6647 0.4861 3.0581
O 0.5074 2.4896 2.7097
H 1.1594 2.9896 2.2136
H 3.2298 -2.0874 3.8108
O -0.4214 -1.7571 2.1084
H 0.1113 -1.9165 2.8934
H -0.5800 0.9881 -1.4468
O -3.5064 -3.9628 -1.2966
H -2.8419 1.0532 -3.4884
H -3.5804 0.5397 -2.2258
O 1.8385 1.3160 -0.9700
H 0.8332 -1.8270 -1.2282
H 0.9174 -2.0130 -3.3280
O -3.5952 0.4131 3.2996
H -1.7943 -4.0954 -0.6331
H -0.8541 5.0806 -0.4641
O -0.2111 4.9357 -1.1711
H -3.0700 -3.3570 -1.9028
H -0.7162 4.3111 -1.7068
O 0.9035 -1.2375 -0.3731
H 3.1886 -0.7449 3.1784
H 0.4836 -1.7504 0.3344
O -0.9707 0.3616 -0.8312
H 1.9505 1.9321 -1.7181
H -0.9895 -3.7829 0.6559
H 1.6168 1.9815 -0.3023
H 0.9196 2.2609 3.5466
*
```

Computed properties:
Orbital gap, eV: 10.57